{"formula": "C17H18BBrN6O2V", "method": "the ωB97M-V functional and the def2-TZVPD basis", "e_tot_ha": -4680.00114, "charge": 2, "spin_multiplicity": 4, "s2": 3.780, "e_homo_ev": [-14.8, -14.8], "elements": ["Br", "V", "O", "O", "N", "N", "N", "N", "N", "N", "C", "C", "C", "C", "C", "C", "C", "C", "C", "C", "C", "C", "C", "C", "C", "C", "C", "B", "H", "H", "H", "H", "H", "H", "H", "H", "H", "H", "H", "H", "H", "H", "H", "H", "H", "H"], "xyz": [[-1.49998, 2.61188, 3.53778], [0.01504, 0.26543, 0.04450], [1.50520, -0.70477, 2.41719], [-0.07441, 0.78439, 1.87018], [1.88306, 0.01899, -2.02921], [-0.49150, 1.68054, -1.16975], [1.83253, 0.17602, -0.61627], [-0.08256, 1.47654, -2.50934], [-0.32908, -0.98599, -2.52487], [-0.92917, -1.08507, -1.25923], [-0.45499, 1.83388, 6.04936], [0.70576, 0.19422, 2.75673], [-1.88507, -2.05882, -1.39964], [-0.39717, 2.55732, -3.22231], [3.14399, 0.22636, -0.21404], [0.31668, 1.11455, 6.96784], [-2.02574, -1.48418, 2.52361], [-1.06803, 2.91630, -1.11492], [3.98603, 0.04575, -1.31390], [-1.02365, 3.49404, -2.38935], [-0.38735, 1.58403, 4.67207], [1.17860, 0.12530, 6.50086], [0.49682, 0.56634, 4.21188], [-1.83567, -2.59920, -2.69411], [1.26672, -0.14523, 5.13759], [-0.84828, -1.88803, -3.36597], [3.15114, -0.07124, -2.42696], [0.63132, 0.15313, -2.91348], [1.78855, -0.44207, 7.19117], [-2.86100, -2.12558, 2.22173], [5.05084, -0.01961, -1.28948], [-1.45328, 3.27722, -0.17264], [-1.88258, -0.68987, 1.77864], [-1.11112, -2.08227, 2.59625], [0.23059, 1.34453, 8.02827], [3.38466, 0.43371, 0.81838], [-1.13127, 2.60316, 6.39854], [-1.39176, 4.45373, -2.66438], [1.93417, -0.91164, 4.74877], [-2.24166, -1.01929, 3.49175], [-2.59824, -2.28916, -0.61928], [3.39364, -0.23350, -3.46348], [-0.47598, -1.98271, -4.37388], [-0.15679, 2.59295, -4.26668], [-2.41159, -3.41341, -3.08041], [0.90360, 0.14961, -4.08340]], "nbo_charge": [0.40, 1.73, -0.58, -0.78, -0.32, -0.45, -0.45, -0.30, -0.33, -0.46, -0.15, 0.75, 0.03, 0.08, 0.05, -0.19, -0.84, 0.03, -0.32, -0.31, 0.04, 0.00, -0.11, -0.32, -0.11, 0.07, 0.09, 0.51, 0.26, 0.24, 0.26, 0.23, 0.17, 0.23, 0.27, 0.24, 0.27, 0.26, 0.28, 0.22, 0.24, 0.26, 0.25, 0.26, 0.26, 0.02]}

=====

{"formula": "C43H54Cl2MgN4O8P2S2", "method": "the ωB97M-V functional and the def2-TZVPD basis", "e_tot_ha": -5091.84728, "e_homo_ev": -7.2, "elements": ["Cl", "Cl", "S", "S", "P", "P", "Mg", "O", "O", "O", "O", "O", "O", "O", "O", "N", "N", "N", "N", "C", "C", "C", "C", "C", "C", "C", "C", "C", "C", "C", "C", "C", "C", "C", "C", "C", "C", "C", "C", "C", "C", "C", "C", "C", "C", "C", "C", "C", "C", "C", "C", "C", "C", "C", "C", "C", "C", "C", "C", "C", "C", "C", "H", "H", "H", "H", "H", "H", "H", "H", "H", "H", "H", "H", "H", "H", "H", "H", "H", "H", "H", "H", "H", "H", "H", "H", "H", "H", "H", "H", "H", "H", "H", "H", "H", "H", "H", "H", "H", "H", "H", "H", "H", "H", "H", "H", "H", "H", "H", "H", "H", "H", "H", "H", "H", "H"], "xyz": [[-3.60797, 5.76722, -4.09244], [-3.27228, 0.40129, -4.17276], [6.08217, -0.33825, -3.94163], [-0.13262, -1.67558, -4.39213], [-1.03448, 0.87097, 2.92601], [1.94742, 0.53089, 3.01687], [-0.17277, 1.00059, -0.32772], [-1.38757, 0.78976, -1.86570], [1.91710, 1.42658, 1.85367], [-1.06774, 1.17119, 1.48226], [-0.94466, 2.17013, 3.80641], [2.29439, 1.26033, 4.39502], [1.27480, -1.95671, -3.98009], [2.99586, -0.62006, 2.84977], [-2.34300, 0.18549, 3.48075], [6.27768, 2.17377, -3.22472], [-0.70066, 3.11668, -0.75647], [0.31880, -2.25468, 0.31759], [1.79065, 1.30032, -1.18969], [-2.91958, -3.85895, -5.83739], [-0.11623, -5.46534, -1.65895], [-1.66063, 5.55294, -1.67457], [2.71399, 3.64272, 3.98285], [-1.32583, -6.14557, -1.58908], [-2.06124, 4.36507, -2.32254], [-4.58220, -2.55850, -6.98889], [2.38050, -2.92884, 3.39990], [-2.88493, -1.28991, 1.53471], [-0.33348, 2.90034, 6.01601], [-0.81567, 5.49113, -0.60161], [-2.50064, -2.19902, 3.85604], [-1.88785, 1.85972, -2.37779], [3.32874, -1.77880, 3.66759], [3.17589, 0.32091, -2.88005], [-1.40008, 2.21123, 5.19610], [-1.54642, 3.15114, -1.81847], [-2.77015, 1.89681, -3.45351], [-2.45028, -4.20593, -2.46857], [0.17593, -1.12341, 0.09247], [-1.96738, -2.86930, -6.05893], [-2.48613, -5.50925, -1.99937], [-2.34030, -1.72142, -6.75590], [1.97468, 0.45072, -2.20419], [4.04708, 2.01697, -1.45110], [5.54973, 1.03900, -3.22728], [4.59053, 1.97652, 3.80710], [-4.21795, -3.70754, -6.30267], [-1.24152, -3.51794, -2.54620], [-2.94305, 4.30146, -3.42673], [4.24117, 1.12820, -2.51008], [-3.00997, -1.04086, 3.02162], [2.82119, 2.06112, -0.81887], [-0.56928, -3.02017, -5.53651], [-0.35654, 4.23590, -0.16867], [-3.63901, -1.56531, -7.21462], [3.42405, -1.44029, 5.14398], [0.33944, -0.20508, 3.37912], [-1.22717, -2.08939, -3.00251], [-0.07366, -4.16275, -2.12062], [-3.28444, 3.09566, -3.96817], [-2.73110, 2.92919, 5.21816], [3.28296, 2.33179, 4.49338], [-0.21795, 3.93688, 5.69643], [1.43062, -2.79070, 3.92257], [-1.46644, -2.43720, 3.60261], [1.14085, -0.17891, -2.48388], [-2.21540, -1.73956, -3.30977], [0.26329, -1.09815, 2.74866], [5.00572, 1.04354, 4.18467], [-2.61452, 3.93848, 4.82212], [2.65899, 2.71046, 0.02729], [3.26622, -0.40375, -3.67574], [4.84773, 2.63622, -1.06987], [3.44612, 2.40140, 5.57115], [2.45100, -1.15954, 5.54949], [2.82952, -3.84785, 3.78041], [0.30680, 4.15260, 0.68665], [-0.87112, -1.43911, -2.20109], [4.32151, -2.04117, 3.29942], [-1.86018, -1.51012, 1.23274], [2.55107, 3.58995, 2.90889], [0.26236, -0.48536, 4.43101], [0.18146, -2.91936, -6.32227], [7.14177, 2.17482, -3.74009], [-0.50016, 6.38632, -0.08446], [3.42067, 4.44562, 4.19988], [4.12162, -0.62784, 5.33723], [-1.36461, -7.16523, -1.22864], [-0.62575, 2.89558, 7.06690], [-1.60829, -0.94194, -6.93222], [0.86926, -3.63837, -2.22083], [-3.91495, -0.66578, -7.74969], [-2.63915, -4.75002, -5.29002], [4.45231, 1.88538, 2.72885], [-5.59583, -2.43728, -7.34834], [2.17267, -3.03145, 2.33740], [1.76859, 3.87523, 4.46705], [-3.10273, -3.08529, 3.65474], [-4.94690, -4.48834, -6.12558], [3.76681, -2.32631, 5.67975], [-0.41149, -3.96698, -5.01935], [0.62030, 2.38636, 5.91440], [-3.46462, 2.39667, 4.61515], [-3.96614, 3.05400, -4.80659], [-3.43322, -6.03432, -1.95608], [-3.23824, -0.44259, 0.95329], [-2.56626, -1.97090, 4.91997], [-3.36549, -3.72078, -2.78695], [5.31332, 2.77182, 3.99349], [5.86759, 3.05636, -2.97244], [-2.03482, 6.50186, -2.03372], [-4.05364, -0.84301, 3.27016], [-1.53041, 1.18352, 5.54231], [0.79178, -5.94967, -1.32642], [-3.10156, 2.99726, 6.24184], [-3.49840, -2.15832, 1.28730]], "lowdin_charge": [0.67, 0.77, 0.69, 0.93, 0.49, 0.46, 0.52, -0.14, -0.25, -0.28, -0.16, -0.21, -0.53, -0.16, -0.18, 0.08, 0.08, 0.02, 0.03, -0.05, -0.08, -0.02, -0.04, -0.10, -0.17, -0.09, -0.04, -0.04, -0.04, -0.04, -0.04, -0.37, -0.40, 0.00, -0.43, -0.12, -0.55, -0.06, -0.24, -0.28, -0.10, -0.08, -0.08, -0.01, -0.83, -0.04, -0.08, -0.27, -0.62, -0.22, -0.39, -0.11, -0.27, -0.11, -0.10, -0.05, -0.20, -0.30, -0.06, -0.13, -0.04, -0.41, 0.09, 0.07, 0.07, 0.07, 0.04, 0.05, 0.07, 0.09, 0.10, 0.09, 0.11, 0.14, 0.08, 0.09, 0.12, 0.04, 0.15, 0.03, 0.07, 0.09, 0.10, 0.09, 0.10, 0.09, 0.07, 0.10, 0.09, 0.11, 0.10, 0.10, 0.11, 0.08, 0.10, 0.07, 0.06, 0.09, 0.10, 0.09, 0.10, 0.07, 0.08, 0.10, 0.10, 0.09, 0.08, 0.11, 0.09, 0.10, 0.09, 0.14, 0.13, 0.10, 0.09, 0.10]}

=====

{"formula": "C3H14O3S2", "method": "the ωB97M-V functional and the def2-TZVPD basis", "e_tot_ha": -1144.76465, "e_homo_ev": -7.9, "elements": ["S", "S", "O", "O", "O", "C", "C", "C", "H", "H", "H", "H", "H", "H", "H", "H", "H", "H", "H", "H", "H", "H"], "xyz": [[1.17200, -2.19380, -0.31676], [2.03381, -0.53440, 0.50429], [2.06903, 0.80596, -2.65183], [-1.36794, 3.38766, 1.60656], [-4.54868, 2.83940, 1.17228], [0.79928, 0.59745, 1.14761], [-0.46441, -1.52923, -1.06022], [-1.72922, -2.12663, -0.46582], [2.30700, 0.16489, -1.95730], [-1.82577, -3.17015, -0.78720], [-2.62812, -1.62906, -0.83786], [2.64162, 0.54796, -3.38193], [0.31317, 1.17748, 0.37748], [-4.71723, 2.61392, 0.24478], [-0.45191, -1.55393, -2.15166], [-1.53205, 4.29818, 1.91507], [-0.51965, -0.50277, -0.68905], [1.40236, 1.28491, 1.74557], [0.16248, -0.01786, 1.78812], [-1.71184, -2.20943, 0.62539], [-5.14159, 3.57729, 1.35122], [-2.30443, 3.13397, 1.62334]], "nbo_charge": [0.03, 0.06, -0.95, -0.94, -0.95, -0.75, -0.48, -0.63, 0.48, 0.20, 0.22, 0.46, 0.23, 0.48, 0.22, 0.46, 0.22, 0.25, 0.23, 0.22, 0.48, 0.48]}

=====

{"formula": "C4H13BaN4O2", "method": "the ωB97M-V functional and the def2-TZVPD basis", "e_tot_ha": -554.71937, "charge": 1, "e_homo_ev": [-10.8, -11.0], "elements": ["Ba", "O", "O", "N", "N", "N", "N", "C", "C", "C", "C", "H", "H", "H", "H", "H", "H", "H", "H", "H", "H", "H", "H", "H"], "xyz": [[-1.75720, -0.59732, -2.28860], [-2.10648, -2.49696, -1.14304], [-1.66246, -0.39236, -6.27959], [-1.83642, -0.84627, -5.20733], [0.08761, 0.15898, 2.14969], [0.34894, -1.28558, -0.82584], [-1.03660, 1.25614, -0.19418], [0.47298, 1.53485, 1.72870], [0.09390, 2.03993, 0.37832], [1.27715, -1.10679, 0.31222], [0.76752, -1.05370, 1.76291], [-1.92312, 1.67107, 0.08117], [0.05711, -2.21878, -1.03168], [1.57283, 1.65323, 1.87528], [-0.96937, 0.34182, 0.28732], [0.17717, -1.92415, 2.09973], [0.11208, 2.14074, 2.55933], [1.72302, -1.02234, 2.34921], [2.05362, -1.90234, 0.32077], [1.82225, -0.16122, 0.13140], [-0.20908, 3.06625, 0.44988], [0.86887, -0.89396, -1.64002], [0.91374, 2.02074, -0.34846], [-0.84806, 0.01803, 2.47279]], "lowdin_charge": [1.81, -0.73, 0.04, -0.05, -0.10, -0.19, -0.14, -0.20, -0.24, -0.23, -0.21, 0.07, 0.01, 0.13, 0.02, 0.13, 0.12, 0.13, 0.12, 0.11, 0.11, 0.06, 0.10, 0.11]}

=====

{"formula": "C19H37CdF2N4O11", "method": "the ωB97M-V functional and the def2-TZVPD basis", "e_tot_ha": -2159.93079, "charge": 1, "e_homo_ev": -11.2, "elements": ["Cd", "F", "F", "O", "O", "O", "O", "O", "O", "O", "O", "O", "O", "O", "N", "N", "N", "N", "C", "C", "C", "C", "C", "C", "C", "C", "C", "C", "C", "C", "C", "C", "C", "C", "C", "C", "C", "H", "H", "H", "H", "H", "H", "H", "H", "H", "H", "H", "H", "H", "H", "H", "H", "H", "H", "H", "H", "H", "H", "H", "H", "H", "H", "H", "H", "H", "H", "H", "H", "H", "H", "H", "H", "H"], "xyz": [[0.98842, -0.72196, -3.96426], [1.26849, 2.40150, 1.28561], [-3.45729, -4.26837, -1.70516], [5.08749, 2.05992, 2.16438], [2.77441, 0.33195, -3.58921], [-0.49550, 4.84056, 1.04622], [-4.65874, -3.15424, 1.05678], [-0.59954, -5.28136, -1.67615], [-0.83174, -6.65879, 0.09687], [3.39375, -2.38815, 3.44046], [2.99934, 2.04979, 2.60539], [-2.20132, -4.98950, -0.22100], [3.81393, 3.87097, 1.51826], [0.16859, -0.48198, -2.09674], [1.37681, -2.18832, 2.42043], [-2.43768, 3.73292, 1.02343], [-5.59624, -1.97710, -0.59523], [4.50986, 1.49358, -3.72768], [-4.71531, -2.02684, 0.42524], [2.51036, 4.20612, 1.96123], [1.89492, 2.88137, 2.35138], [-1.84426, 2.37952, 0.97291], [-1.70558, 4.82805, 0.97690], [-1.16427, -5.71166, -0.56582], [0.13928, -0.67007, -0.75525], [5.04461, 1.24177, -5.14260], [0.44967, -2.69572, 3.37672], [-2.36924, -3.91981, -1.02969], [3.42140, -1.80057, 1.18477], [3.36884, 1.70803, -1.59286], [-6.39070, -3.21981, -1.00452], [3.45994, 1.16153, -3.03627], [-3.63585, -0.95589, 0.79338], [4.06492, 2.61340, 2.04718], [2.72697, -2.21061, 2.46398], [-1.18833, -3.97601, -1.91047], [-2.44093, 6.18796, 0.98771], [-3.38927, 5.88668, 1.43266], [3.41914, -2.69331, 0.55938], [0.61229, -3.68649, 3.80102], [0.29803, -1.87440, 4.07710], [-2.79506, -1.57762, 1.10098], [2.35246, 4.96023, 2.73226], [-3.30876, -0.38627, -0.07647], [-2.73620, 6.76907, 0.11407], [5.73491, 0.41475, -4.97640], [-0.73272, -1.14654, -0.30725], [5.42836, 2.11138, -5.67609], [1.11958, 2.95672, 3.11379], [-6.45742, -3.78108, -0.07252], [-0.48482, -3.15905, -1.75001], [5.05273, 2.20872, -3.26510], [-5.73032, -1.13497, -1.13647], [-2.52799, 1.60045, 0.63578], [4.44294, -1.45973, 1.35325], [2.04391, 4.41097, 0.99761], [-3.44528, 3.74750, 1.09155], [2.81138, -1.00739, 0.75251], [-7.42298, -2.96143, -1.24061], [-1.45688, -3.89009, -2.96336], [2.99304, 1.09301, -0.77517], [-1.62310, 2.07004, 1.99439], [-0.51213, -2.75380, 2.86715], [-1.95622, 6.93781, 1.61291], [4.42196, 1.62359, -1.32472], [-2.54831, -2.95264, -0.55999], [-3.87981, -0.37825, 1.68496], [0.93051, -1.67910, 1.67103], [0.23506, 0.31229, -0.29277], [-0.89123, 2.28169, 0.45303], [2.99542, 2.73206, -1.58848], [4.13848, 0.81185, -5.56945], [-5.83531, -3.85116, -1.69808], [0.97418, -1.24804, -0.35903]], "lowdin_charge": [1.50, 0.05, 0.10, 0.20, -0.14, 0.04, -0.04, 0.12, 0.18, 0.09, 0.15, 0.19, 0.07, -0.48, -0.01, 0.03, 0.02, 0.04, -0.48, -0.07, -0.33, -0.05, -0.56, -0.59, -0.30, 0.03, -0.07, -0.38, 0.00, 0.06, -0.02, -0.53, -0.01, -0.58, -0.57, -0.04, 0.01, 0.06, 0.09, 0.10, 0.09, 0.06, 0.15, 0.06, 0.08, 0.10, 0.06, 0.10, 0.18, 0.08, 0.10, 0.14, 0.13, 0.05, 0.09, 0.13, 0.14, 0.04, 0.08, 0.14, 0.08, 0.09, 0.07, 0.08, 0.09, 0.14, 0.08, 0.09, 0.07, 0.06, 0.10, 0.07, 0.07, 0.05]}